No. 1
Formula: C11H20AlClF3O4S
Source: the Open Molecules 2025 dataset
Level of theory: the ωB97M-V functional and the def2-TZVPD basis

Last column: Mulliken charge in e.
CARTESIAN COORDINATES (ANGSTROEM)
C  1.70269  -0.19746  2.30132  -0.46
C  2.34914  -0.95375  1.16272  0.58
O  3.29595  -0.58570  0.56182  -0.57
O  1.83347  -2.20236  0.93765  -0.37
C  0.42160  -2.31372  0.63270  0.71
C  0.19481  -2.71396  -0.81908  -0.89
C  0.88055  -1.82210  -1.87121  -0.45
C  -0.10657  -0.98486  -2.69321  -0.16
C  0.52558  0.24421  -3.35577  -1.01
C  0.87469  1.41391  -2.42453  -0.66
C  -0.23676  1.81333  -1.44440  -0.93
C  -0.17484  1.03838  -0.10301  0.65
Al  -1.85257  0.33996  0.65612  0.37
Cl  -3.42194  0.06432  -0.81231  -0.41
S  -2.56740  2.05312  2.17677  0.97
O  -3.94460  1.96866  2.64166  -0.68
O  -2.04966  3.35273  1.75268  -0.67
C  -1.56542  1.76788  3.75826  0.52
F  -0.42820  1.12077  3.44102  -0.29
F  -1.22188  2.90167  4.35153  -0.25
F  -2.21177  1.03042  4.65319  -0.26
H  0.62287  -0.09684  2.16587  -0.16
H  1.87680  -0.75472  3.22950  0.41
H  2.15735  0.79431  2.37519  0.31
H  -0.08664  -1.37012  0.85122  -0.97
H  0.00175  -3.06584  1.31188  0.37
H  -0.89772  -2.68305  -0.96433  0.37
H  0.50061  -3.76138  -0.94932  0.33
H  1.47048  -2.45842  -2.54535  0.45
H  1.60145  -1.15151  -1.38716  0.20
H  -0.54061  -1.60638  -3.49090  0.49
H  -0.95222  -0.68508  -2.05514  -0.22
H  -0.16295  0.60703  -4.13218  0.39
H  1.44898  -0.07168  -3.87055  0.30
H  1.14300  2.26868  -3.06401  0.38
H  1.77639  1.17967  -1.83487  0.32
H  -0.12628  2.88331  -1.22157  0.41
H  -1.21282  1.69881  -1.93998  0.30
H  0.54396  0.20990  -0.20976  -0.73
H  0.26098  1.70166  0.66152  0.66
H  -1.72224  -0.97379  1.56600  -0.38

Atomic forces in eV per Å
C 0.14 0.01 -0.14
C -1.46 -0.59 1.14
O 1.46 0.49 -0.77
O -0.07 -0.03 -0.47
C 0.12 0.08 0.25
C -0.07 -0.27 0.02
C 0.06 0.06 0.02
C -0.09 0.01 -0.03
C 0.07 -0.09 -0.05
C 0.23 0.01 0.06
C -0.02 0.19 0.07
C 0.20 0.20 -0.10
Al -0.13 -0.31 -0.15
Cl -0.06 0.12 0.06
S -0.15 0.41 0.10
O 0.08 0.05 -0.03
O -0.11 -0.16 0.00
C -0.13 -0.04 -0.17
F 0.06 0.04 0.10
F 0.05 0.48 0.10
F -0.24 -0.33 0.18
H 0.48 -0.17 0.03
H -0.06 0.07 -0.15
H -0.16 -0.20 -0.01
H 0.40 -0.58 -0.07
H 0.06 0.12 -0.13
H 0.21 -0.10 -0.01
H -0.04 0.20 0.05
H -0.05 0.21 0.10
H -0.06 -0.22 -0.07
H 0.01 0.01 0.23
H 0.21 0.03 -0.21
H 0.10 -0.02 0.13
H -0.23 0.06 -0.01
H -0.04 -0.14 0.13
H -0.16 0.04 -0.18
H -0.16 -0.19 -0.06
H 0.15 0.02 0.07
H -0.26 0.33 0.00
H -0.01 -0.15 -0.16
H -0.35 0.35 0.15

Kohn-Sham gap = 9.29 eV
net charge = -1
electronic energy = -58033.0018 eV
spin multiplicity = 1
HOMO = -6.202 eV

***

No. 2
Formula: C11H20Br10Na4O3
Source: the Open Molecules 2025 dataset
Level of theory: the ωB97M-V functional and the def2-TZVPD basis

Last column: Mulliken spin population.
CARTESIAN COORDINATES (ANGSTROEM)
Na  15.54084  -2.13079  30.09437  0.23
Na  15.21753  -5.61083  30.74789  0.07
Na  12.03837  -3.97725  32.33698  0.36
Na  12.28980  -0.63876  30.78454  0.29
C  13.20057  -3.86641  29.70876  -0.55
O  14.29295  -3.87494  29.15186  0.16
O  12.83150  -4.92955  30.28517  0.18
O  12.66156  -2.76705  29.95002  0.22
Br  11.11161  -0.20034  27.82086  0.01
C  12.93123  0.25176  27.18704  0.01
C  13.83048  -0.96293  27.02407  -0.01
Br  15.74264  -0.37323  26.70206  0.00
H  13.39358  0.81193  27.99978  -0.01
H  12.85837  0.90020  26.31394  0.00
H  13.39645  -1.54662  26.21226  0.00
H  13.69323  -1.38908  28.01788  0.00
Br  15.17899  -8.44944  28.41106  0.00
C  13.84889  -7.09362  27.73961  0.00
C  12.98856  -7.73119  26.63427  0.00
Br  14.09004  -8.40503  25.11691  0.00
H  14.26327  -6.17749  27.31878  0.00
H  13.32894  -6.95221  28.68711  0.00
H  12.22704  -7.04464  26.26435  0.00
H  12.36896  -8.56827  26.95594  0.00
Br  8.96467  -3.52187  31.26542  0.00
C  8.52917  -3.94769  29.40052  0.00
C  9.79609  -3.76932  28.68336  -0.01
Br  9.49906  -4.44061  26.89589  0.00
H  7.76140  -3.29760  28.98098  0.00
H  8.15930  -4.96786  29.29782  0.00
H  10.50325  -4.48310  29.10590  0.00
H  10.31211  -2.82007  28.53934  0.00
Br  17.78472  -5.85350  28.99407  0.00
C  17.88585  -5.17665  27.13584  0.00
C  17.13683  -3.84475  26.98163  0.00
Br  18.16467  -2.42991  27.95323  0.01
H  17.54287  -6.05029  26.58157  0.00
H  18.96738  -5.05238  27.08140  0.00
H  16.15749  -3.95959  27.44618  0.00
H  16.96429  -3.62144  25.92879  0.00
Br  13.70184  -7.99106  31.82580  0.00
C  11.68849  -7.64615  31.63517  0.00
C  10.77189  -8.72975  32.31699  0.00
Br  8.84025  -8.27283  32.20865  0.00
H  11.62158  -7.60632  30.54795  0.00
H  11.38024  -6.62232  31.84695  0.01
H  11.07280  -8.64130  33.36089  0.00
H  11.00121  -9.70285  31.88273  0.00

Atomic forces in eV per Å
Na -0.25 -0.18 -0.42
Na -0.59 -0.01 -0.74
Na 0.02 0.01 -0.87
Na -0.04 -0.56 -0.31
C 0.19 -0.38 2.29
O 4.73 -0.08 -2.74
O -1.58 -2.02 1.42
O -2.38 3.17 0.75
Br 0.65 0.06 -0.27
C 0.96 1.00 0.20
C -1.10 0.89 0.10
Br -1.92 -0.43 0.17
H -0.42 0.41 -0.06
H -0.28 -0.22 0.08
H 0.87 -0.47 0.10
H 0.86 -1.07 -0.37
Br -0.22 0.79 -0.52
C -0.37 -1.39 -0.49
C -0.12 -0.42 0.27
Br -0.66 0.57 0.66
H 0.59 -0.18 0.60
H -0.39 0.54 -0.48
H 0.52 0.45 -0.29
H 0.58 -0.27 0.23
Br -0.55 0.02 0.18
C -0.68 0.66 -0.17
C 1.69 -1.30 -0.79
Br -0.04 -0.11 -0.73
H -0.12 0.24 0.67
H 0.23 0.03 0.50
H 0.30 0.28 -0.06
H -0.64 0.08 0.56
Br -0.06 0.17 0.22
C 0.47 0.33 0.90
C 0.12 -1.16 0.47
Br -0.52 -0.83 -0.49
H -0.19 0.52 -0.35
H -0.21 -0.03 -0.56
H 0.02 0.42 0.19
H 0.50 0.46 0.10
Br -1.64 0.22 0.49
C -0.68 -0.32 -1.28
C 1.56 1.54 -0.15
Br 1.29 -0.19 -0.16
H -0.11 -0.58 0.01
H 0.59 -0.07 0.85
H -0.52 -0.64 0.08
H -0.47 0.06 0.23

Kohn-Sham gap (spin up / spin down) = 4.07 / 7.69 eV
net charge = +1
electronic energy = -735961.9742 eV
spin multiplicity = 2
HOMO (spin up / spin down) = -7.250 / -11.208 eV

***

No. 3
Formula: C11H20BrF2N3O4
Source: the Open Molecules 2025 dataset
Level of theory: the ωB97M-V functional and the def2-TZVPD basis

Last column: Mulliken charge in e.
CARTESIAN COORDINATES (ANGSTROEM)
C  -4.11729  -0.45859  1.32341  -1.34
C  -3.33241  0.17070  0.15609  0.09
C  -1.99662  0.72027  0.67395  -0.90
N  -1.07493  1.29911  -0.29119  0.01
C  -0.26630  0.53440  -1.16260  0.12
O  -0.62236  0.72057  -2.53671  -0.39
N  -1.98977  0.28002  -2.82641  0.30
O  -2.00769  -0.30472  -3.81882  -0.31
N  -0.32396  -0.94974  -0.89631  -0.12
C  0.66313  -1.56363  0.10476  -0.72
Br  -0.39131  -2.56796  1.38213  -0.03
C  1.73506  -0.59283  0.68657  0.51
C  1.83481  -0.48964  2.20368  -1.24
C  0.74285  0.31773  2.90340  -0.95
O  1.64206  0.73397  0.21337  -0.43
C  1.21354  0.93108  -1.10592  -0.45
C  2.09650  0.22874  -2.12952  -0.60
C  3.56706  0.56472  -1.93835  0.18
O  4.43891  -0.17134  -2.17151  -0.33
F  3.68493  1.80905  -1.47225  -0.20
H  -5.17771  -0.23773  1.23700  0.38
H  -4.01217  -1.54322  1.31481  0.31
H  -3.74479  -0.11640  2.28912  0.33
H  -3.91103  0.97255  -0.29948  0.41
H  -3.16434  -0.61500  -0.58796  0.04
H  -2.24097  1.51625  1.37862  0.64
H  -1.51045  -0.05033  1.27202  -0.11
H  -1.41985  2.12986  -0.74546  0.39
H  -0.10786  -1.37490  -1.80190  0.53
H  -1.26635  -1.28034  -0.66554  0.44
H  1.17916  -2.34513  -0.43967  0.55
H  2.69924  -1.00064  0.36036  0.38
H  1.98490  -1.47355  2.64615  0.48
H  2.77488  0.04579  2.34678  0.55
H  1.16270  0.77406  3.79811  0.45
H  0.39308  1.13495  2.27459  0.25
H  -0.10824  -0.28535  3.21996  0.20
H  1.22526  2.00403  -1.28747  0.80
H  2.02995  -0.86123  -2.05862  0.20
H  1.79310  0.50552  -3.13820  0.53
F  5.92527  0.88890  -0.41100  -0.95

Atomic forces in eV per Å
C 0.10 -0.10 -0.28
C 0.18 -0.32 0.52
C -0.52 0.18 -0.02
N -0.08 -0.64 0.39
C -0.17 1.29 -0.68
O 0.33 -0.69 -0.07
N -0.20 -0.18 0.23
O -0.04 0.30 -0.16
N 0.12 -0.60 0.07
C 0.02 -0.05 0.17
Br -0.07 -0.04 0.01
C 0.49 0.04 0.06
C 0.16 0.41 0.07
C -0.04 -0.06 0.11
O -0.61 0.14 0.15
C 0.17 -0.19 -0.07
C -0.25 -0.02 0.21
C -0.20 0.28 0.43
O 0.31 -0.48 -0.69
F 0.02 0.13 -0.40
H -0.05 0.02 0.15
H 0.01 -0.03 0.05
H -0.14 0.15 0.03
H 0.08 -0.03 -0.23
H -0.13 0.20 -0.26
H 0.13 -0.01 0.10
H 0.23 0.08 -0.05
H 0.08 0.04 -0.04
H 0.09 0.11 -0.03
H -0.06 0.28 0.17
H -0.02 0.03 -0.14
H -0.06 -0.11 -0.16
H -0.08 -0.06 -0.04
H 0.09 -0.07 -0.06
H -0.03 -0.03 0.06
H 0.02 0.00 -0.05
H -0.03 -0.02 -0.07
H 0.12 0.05 0.12
H 0.05 -0.03 -0.08
H 0.06 0.06 -0.02
F -0.09 -0.02 0.50

Kohn-Sham gap = 2.96 eV
net charge = 0
electronic energy = -99861.2771 eV
spin multiplicity = 1
HOMO = -5.250 eV

***

Question: What is the formula in the second record?
Answer: C11H20Br10Na4O3

***

Question: The lowest net charge belongs to which entry?
Answer: C11H20AlClF3O4S

***

Question: spin multiplicity of number 1 (C11H20AlClF3O4S)?
Answer: 1